(w)
A 2-piece molecular cluster, C3H4FP overall, computed with the ωB97M-V functional and the def2-TZVPD basis.

HOMO energy (spin up / spin down) in eV: -8.624 / -8.612
HOMO-LUMO gap (spin up / spin down) in eV: 7.4 / 7.3
Lowest unoccupied orbital energy (spin up / spin down) in eV: -1.3 / -1.3

Geometry as ORCA input:
```
! wB97M-V def2-TZVPD RIJCOSX def2/J DEFGRID3
* xyz 0 1
C -1.110 -0.670 -0.053
C -0.058 -0.119 -0.123
C 1.072 0.711 -0.045
F -5.255 1.133 0.551
P -5.144 -0.245 -0.276
H -2.083 -1.207 -0.254
H 0.881 1.746 -0.226
H 1.959 0.543 -0.713
H 1.639 0.831 0.975
*
```

(x)
The molecule C3H4FP, computed with the ωB97M-V functional and the def2-TZVPD basis.

HOMO energy in eV: -10.057
HOMO-LUMO gap in eV: 11.0
Lowest unoccupied orbital energy in eV: 1.0

Geometry as ORCA input:
```
! wB97M-V def2-TZVPD RIJCOSX def2/J DEFGRID3
* xyz 0 1
C 1.236 -0.537 0.329
C -0.062 0.149 0.218
P -1.895 0.126 0.510
F -2.374 -0.887 -0.983
C -0.722 1.192 -0.313
H 1.706 -0.587 -0.545
H 1.093 -1.467 0.765
H 1.768 0.019 1.051
H -0.751 1.992 -1.032
*
```

So which one wins? Going from most stable to least: (x), (w).

(w)
The molecule C4H4ClF, computed with the ωB97M-V functional and the def2-TZVPD basis.

HOMO energy in eV: -8.938
HOMO-LUMO gap in eV: 9.3
Lowest unoccupied orbital energy in eV: 0.4

Geometry as ORCA input:
```
! wB97M-V def2-TZVPD RIJCOSX def2/J DEFGRID3
* xyz 0 1
C 0.543 1.172 0.798
C 0.289 -0.240 1.037
C -0.404 -0.939 -0.092
Cl -1.528 -2.258 0.241
C -0.356 -0.391 -1.340
F 0.271 0.725 -1.777
H -0.209 1.728 -0.060
H 1.332 1.813 1.493
H 0.714 -0.884 1.990
H -0.652 -0.726 -2.291
*
```

(x)
The molecule C4H4ClF, computed with the ωB97M-V functional and the def2-TZVPD basis.

HOMO energy in eV: -9.382
HOMO-LUMO gap in eV: 10.0
Lowest unoccupied orbital energy in eV: 0.6

Geometry as ORCA input:
```
! wB97M-V def2-TZVPD RIJCOSX def2/J DEFGRID3
* xyz 0 1
C -1.064 1.213 -0.052
C -0.980 -0.099 -0.115
Cl -2.303 -1.194 0.079
C 0.375 -0.835 -0.182
C 1.518 -0.308 0.255
F 2.651 -0.984 -0.043
H -2.025 1.689 0.106
H -0.167 1.761 -0.374
H 0.287 -1.855 -0.464
H 1.708 0.612 0.790
*
```

(y)
The molecule C4H4ClF, computed with the ωB97M-V functional and the def2-TZVPD basis.

HOMO energy (spin up / spin down) in eV: -8.676 / -8.677
HOMO-LUMO gap (spin up / spin down) in eV: 8.9 / 8.9
Lowest unoccupied orbital energy (spin up / spin down) in eV: 0.3 / 0.3

Geometry as ORCA input:
```
! wB97M-V def2-TZVPD RIJCOSX def2/J DEFGRID3
* xyz 0 1
C -1.013 0.427 0.615
C -0.778 -0.842 0.756
C 0.126 0.767 -0.373
C 0.950 -0.565 -0.584
F 0.876 1.733 0.151
Cl 2.518 -0.658 0.111
H -1.916 0.907 0.905
H -1.291 -1.567 1.242
H -0.238 1.081 -1.443
H 0.765 -1.282 -1.379
*
```

So which one wins? Going from most stable to least: (x), (w), (y).